1.
A single C4H7N3 molecule at a distorted geometry, computed with the ωB97M-V functional and the def2-TZVPD basis.

```
14
Properties=species:S:1:pos:R:3
H -2.76391 -0.82417 0.16712
N -2.33865 0.07159 0.09165
C -1.07669 -0.01165 -0.07724
N -0.32031 1.15857 -0.04529
C 1.03042 1.22917 0.07528
C 1.79850 0.17859 -0.02377
C 1.17235 -1.19569 0.02113
N -0.28175 -1.12401 -0.16104
H -0.84946 1.99092 -0.18427
H 1.39257 2.27040 0.09930
H 2.88803 0.21375 0.14071
H 1.56913 -1.83214 -0.76186
H 1.48722 -1.70785 0.97558
H -0.68605 -2.05641 0.39379
```

Its multiplicity is 1. The HOMO energy comes out at -8.14 eV. The SMILES is [H]/N=C1/NC=CCN1. As for the energy above the lowest of the compared OMol25 structures with the same formula, charge and spin: 20.7 kcal per mole.

2.
A single C18H27N3O3S molecule, computed with the ωB97M-V functional and the def2-TZVPD basis.

```
52
Properties=species:S:1:pos:R:3
C -3.53831 -2.34054 -3.00077
C -3.57302 -1.39767 -2.07779
C -2.77834 -1.41868 -0.81295
C -1.74066 -0.28735 -0.80103
C -0.63753 -0.52574 -1.85171
C -0.24090 0.73122 -2.63255
O 0.40819 1.70159 -1.83734
C 0.66670 0.33807 -3.81638
O 0.11741 -0.65145 -4.65175
C -0.55580 -0.22252 -5.81551
C -1.97768 0.32368 -5.59282
C -2.05273 1.84692 -5.63092
C -1.09055 -0.18536 0.56710
O -1.16287 -1.01690 1.44528
N -0.40345 0.98383 0.73534
N 0.49547 1.08016 1.79240
C 1.74053 0.54189 1.68608
S 2.50164 0.37788 0.22324
N 2.41266 0.26041 2.82463
C 1.89848 0.04011 4.11303
C 0.66627 -0.57879 4.31673
C 0.21415 -0.79033 5.60707
C 0.97858 -0.40500 6.69549
C 2.21609 0.18288 6.49144
C 2.67761 0.40425 5.20775
H -4.12243 -2.28076 -3.90366
H -2.93006 -3.22277 -2.88601
H -4.19352 -0.52071 -2.21820
H -2.26665 -2.37414 -0.69452
H -3.44540 -1.28540 0.04274
H -2.24188 0.66396 -1.00966
H -0.98800 -1.25463 -2.58350
H 0.25471 -0.94195 -1.37608
H -1.14426 1.22895 -2.99867
H 1.25551 1.33129 -1.52447
H 0.93252 1.23745 -4.38674
H 1.58786 -0.09233 -3.40241
H 0.05115 0.52444 -6.34694
H -0.60232 -1.12626 -6.42910
H -2.62884 -0.07343 -6.37358
H -2.34528 -0.05555 -4.63778
H -3.07015 2.17856 -5.43491
H -1.75940 2.21285 -6.61295
H -1.39721 2.29978 -4.89129
H -0.17517 1.54390 -0.09214
H 0.05889 1.06386 2.70868
H 3.41125 0.14595 2.71077
H 0.07893 -0.93299 3.48114
H -0.73968 -1.27261 5.75767
H 0.61818 -0.57399 7.69855
H 2.82569 0.47088 7.33466
H 3.64323 0.86045 5.04459
```

Its multiplicity is 1. The HOMO energy comes out at -8.58 eV. The SMILES is C=CC[C@H](C[C@@H](O)COCCC)C(=O)NNC(=S)Nc1ccccc1. As for the energy above the lowest of the compared OMol25 structures with the same formula, charge and spin: 51.4 kcal per mole.

3.
A molecular structure, C27H39BF4MoN2O3P, computed with the ωB97M-V functional and the def2-TZVPD basis.

```
78
Properties=species:S:1:pos:R:3
Mo -0.32445 0.88252 -0.37031
C -3.70284 1.01326 -2.84115
C -2.33063 1.46999 -2.53441
O -1.63062 0.75998 -1.62223
C -1.63239 2.50244 -3.07026
C -0.23996 2.71339 -2.85710
C 0.50266 3.72526 -3.65813
N 0.45757 1.95770 -2.00459
N 1.78215 1.90353 -2.13402
C 2.27224 0.88099 -1.48785
O 1.34310 0.11032 -0.84674
C 3.67096 0.56863 -1.42833
C 4.59962 1.59416 -1.66004
C 5.94814 1.31011 -1.58832
C 6.36900 0.01438 -1.30449
C 5.44830 -1.00963 -1.09288
C 4.09746 -0.73599 -1.15127
H -3.66873 0.29053 -3.66251
H -4.30913 1.85825 -3.16496
H -4.16980 0.53061 -1.98499
H -2.12503 3.13340 -3.79882
H 1.10286 3.20806 -4.41384
H 1.19960 4.27213 -3.02373
H -0.18243 4.40870 -4.15218
H 4.26024 2.60008 -1.86956
H 6.67507 2.09252 -1.75786
H 7.42822 -0.20288 -1.25444
H 5.79225 -2.01499 -0.89283
H 3.37568 -1.53123 -1.02801
F 0.54018 4.10696 -0.13304
B 1.56738 4.42573 0.67646
F 0.56474 1.65261 1.04915
F 1.32512 4.58406 1.95193
F 2.76158 4.51736 0.15274
C -1.64894 -2.39726 -1.50588
C -0.78140 -2.84320 -0.32303
C -1.49213 -3.99509 0.40585
C 0.59610 -3.26680 -0.84811
P -0.62030 -1.41002 0.86411
C -2.22439 -1.10202 1.61470
C -2.55160 -1.67905 2.85516
C -3.79732 -1.46773 3.41362
C -4.73776 -0.66885 2.76485
C -4.43653 -0.10370 1.53656
C -3.19352 -0.32342 0.96311
C 0.70454 -1.57422 2.20655
C 0.71625 -3.01172 2.75870
C 2.09426 -1.26824 1.63656
C 0.40387 -0.56640 3.32957
H -1.80777 -3.26677 -2.14630
H -1.15146 -1.64224 -2.11473
H -2.63280 -2.03983 -1.19505
H -1.62397 -4.79789 -0.32274
H -2.48034 -3.70983 0.76597
H -0.91573 -4.39744 1.23422
H 0.44267 -4.05529 -1.58740
H 1.23727 -3.67566 -0.06999
H 1.11602 -2.44744 -1.34644
H -1.85697 -2.31595 3.37812
H -4.03948 -1.93035 4.36160
H -5.70761 -0.50270 3.21575
H -5.17383 0.49789 1.02084
H -3.00843 0.09604 -0.01044
H 1.11440 -3.72808 2.04383
H -0.24547 -3.37416 3.11067
H 1.38866 -2.99684 3.61954
H 2.32608 -1.85686 0.75451
H 2.81781 -1.53626 2.40903
H 2.23323 -0.21441 1.41071
H -0.41177 -0.88037 3.97433
H 0.18494 0.43679 2.96790
H 1.30091 -0.49720 3.94753
C -1.82722 2.77854 1.71756
O -1.70061 2.38855 0.29223
H -1.81876 1.85955 2.29266
H -2.78374 3.28050 1.82560
H -1.00170 3.42580 1.99277
H -1.77358 3.18669 -0.25596
```

Its multiplicity is 1. As for the charge: +3. The HOMO energy comes out at -16.79 eV. As for the energy above the lowest of the compared OMol25 structures with the same formula, charge and spin: 10.1 kcal per mole.

| no. | E_LUMO (eV) |
| --- | --- |
| 1 | 0.73 |
| 2 | 0.55 |
| 3 | -12.29 |